1.
Density functional theory data (ωB97M-V with the def2-TZVPD basis set) for a structure of composition C16H15ClReS.

As for the multiplicity: 4. Its HOMO energy (alpha / beta) is -7.372 / -7.331 eV. The calculation puts the LUMO energy (alpha / beta) at -0.220 / -1.718 eV. As for the expectation value of S²: 3.78.

```
34
C16H15ClReS | OMol25 | ωB97M-V with the def2-TZVPD basis set
C -3.233 -0.957 -1.451
C -2.371 -1.238 -2.567
C -1.684 -0.015 -2.897
H -2.268 -2.175 -3.117
C -2.138 1.022 -2.003
C -3.105 0.434 -1.102
H -3.678 0.976 -0.366
H -3.825 -1.670 -0.900
H -1.012 0.152 -3.723
H -1.860 2.070 -2.089
Re -1.280 -0.543 -0.910
Cl 0.261 -1.997 0.085
C 3.646 0.317 -0.901
C 2.801 1.458 -1.115
C 1.867 1.090 -2.120
H 2.864 2.432 -0.609
C 2.110 -0.263 -2.506
C 3.245 -0.735 -1.783
H 3.672 -1.737 -1.845
H 4.550 0.313 -0.318
H 1.036 1.675 -2.470
H 1.506 -0.818 -3.210
S -0.078 1.371 0.468
C -0.078 0.769 2.065
C 1.128 0.567 2.776
C 1.110 -0.320 3.839
C -0.088 -0.915 4.254
C -1.300 -0.488 3.696
C -1.309 0.411 2.643
H 2.029 1.088 2.468
H 2.039 -0.550 4.358
H -0.088 -1.677 5.033
H -2.241 -0.852 4.097
H -2.227 0.805 2.220
```

---

2.
Density functional theory data (ωB97M-V with the def2-TZVPD basis set) for a structure of composition C16H15ErO7.

As for the multiplicity: 4. Its HOMO energy (alpha / beta) is -8.892 / -8.899 eV. The calculation puts the LUMO energy (alpha / beta) at -1.218 / -1.221 eV. As for the expectation value of S²: 3.75.

```
39
C16H15ErO7 | OMol25 | ωB97M-V with the def2-TZVPD basis set
Er 12.025 6.812 5.621
O 12.598 4.952 4.384
C 13.584 5.708 4.092
O 13.462 6.900 3.685
C 14.943 5.142 4.371
C 16.069 5.698 3.510
C 17.139 4.639 3.830
C 17.590 5.022 5.253
C 16.736 6.224 5.612
O 16.573 6.941 4.255
C 15.395 5.578 5.843
C 14.344 6.495 6.465
O 13.381 5.871 7.043
O 14.420 7.752 6.268
H 14.826 4.050 4.302
H 15.845 5.928 2.487
H 18.013 4.722 3.188
H 16.743 3.621 3.787
H 18.631 5.402 5.280
H 17.544 4.151 5.945
H 17.079 6.960 6.346
H 15.447 4.714 6.470
C 9.658 10.460 4.854
C 9.816 9.026 5.143
O 11.087 8.677 5.437
C 8.714 8.119 5.066
C 7.400 8.606 4.878
C 6.359 7.754 4.624
C 6.482 6.377 4.792
C 7.701 5.824 5.047
C 8.899 6.629 5.260
O 10.019 6.073 5.658
H 10.436 10.843 4.172
H 9.744 10.971 5.816
H 8.664 10.735 4.513
H 7.240 9.672 4.969
H 5.431 8.079 4.220
H 5.650 5.669 4.631
H 7.866 4.738 5.161
```

---

3.
Density functional theory data (ωB97M-V with the def2-TZVPD basis set) for a structure of composition C16H15F18N5O18S6Zn3.

Its HOMO energy is -9.499 eV. The calculation puts the LUMO energy at -7.850 eV.

```
81
C16H15F18N5O18S6Zn3 | OMol25 | ωB97M-V with the def2-TZVPD basis set
Zn 0.122 3.059 -4.084
Zn -5.338 -3.404 -0.902
Zn -5.024 4.254 2.303
C 3.456 -2.195 -7.915
F 4.565 -1.727 -7.336
F 3.795 -2.975 -8.925
F 2.835 -2.965 -6.978
S 2.254 -0.704 -8.458
O 1.152 -1.306 -9.210
O 1.781 -0.104 -7.210
O 3.014 0.337 -9.279
C -7.404 2.815 -4.820
F -7.316 4.164 -4.787
F -8.498 2.360 -4.306
F -7.371 2.416 -6.087
S -5.936 2.200 -3.692
O -6.220 0.760 -3.421
O -4.660 2.437 -4.379
O -5.965 3.026 -2.423
C 0.924 -0.953 2.287
F 1.062 -2.207 1.960
F 0.588 -0.837 3.562
F 2.055 -0.309 2.162
S -0.476 -0.084 1.161
O 0.120 0.408 -0.080
O -1.448 -1.158 0.863
O -1.118 1.062 1.892
C -1.458 9.510 -1.816
F -2.065 10.598 -1.258
F -2.330 9.135 -2.781
F -0.362 9.906 -2.328
S -1.236 8.115 -0.636
O -2.513 7.703 -0.006
O -0.790 6.996 -1.593
O -0.225 8.549 0.332
C -10.504 -0.744 3.912
F -11.123 0.329 4.380
F -9.883 -1.418 4.971
F -11.420 -1.549 3.248
S -9.188 -0.203 2.623
O -8.081 0.575 3.214
O -8.720 -1.402 1.917
O -9.997 0.620 1.731
C 6.952 5.699 -3.091
F 8.187 5.927 -3.407
F 6.848 5.356 -1.784
F 6.238 6.868 -3.170
S 6.017 4.440 -4.388
O 5.828 4.999 -5.768
O 6.963 3.353 -4.575
O 4.733 4.044 -3.778
C 8.398 -2.409 -0.928
C 9.022 -2.342 0.377
N 9.509 -2.298 1.419
H 7.344 -2.177 -0.772
H 8.403 -3.472 -1.167
H 9.080 -1.818 -1.540
C -2.569 -4.598 8.758
C -3.048 -3.655 7.703
N -3.378 -2.840 6.897
H -1.661 -5.116 8.449
H -3.313 -5.243 9.227
H -1.995 -4.059 9.511
C 5.337 -6.540 6.850
C 5.236 -7.861 7.529
N 5.145 -8.883 8.037
H 5.759 -5.819 7.550
H 4.369 -6.167 6.516
H 5.982 -6.507 5.972
C 4.417 -0.327 9.426
C 3.662 0.857 9.239
N 3.034 1.757 9.049
H 4.000 -1.076 10.099
H 5.449 -0.123 9.712
H 4.518 -0.745 8.424
C -2.495 -5.842 -7.833
C -2.667 -5.273 -6.469
N -2.837 -4.859 -5.386
H -1.484 -6.230 -7.955
H -2.917 -5.372 -8.721
H -3.117 -6.737 -7.821
```

---

4.
Density functional theory data (ωB97M-V with the def2-TZVPD basis set) for a cluster of 2 separate species, C16H15F3N3O5S3 in total.

As for the charge: -1. Its HOMO energy is -4.109 eV. The calculation puts the LUMO energy at 1.371 eV.

```
45
C16H15F3N3O5S3 | OMol25 | ωB97M-V with the def2-TZVPD basis set
F 1.938 3.388 1.319
C 2.468 2.438 0.490
F 3.360 3.025 -0.339
F 3.124 1.522 1.256
S 1.102 1.686 -0.439
N 2.029 0.918 -1.665
C 2.415 1.535 -2.880
O 2.207 2.703 -3.171
C 3.113 0.482 -3.662
C 3.041 -0.776 -3.099
C 3.672 -1.882 -3.655
C 4.381 -1.711 -4.846
C 4.452 -0.442 -5.444
C 3.826 0.658 -4.857
S 2.151 -0.823 -1.589
O 3.017 -1.195 -0.511
O 0.840 -1.386 -1.743
H 3.596 -2.838 -3.145
H 4.876 -2.566 -5.299
H 5.009 -0.326 -6.370
H 3.879 1.656 -5.287
C -4.677 1.562 3.804
C -4.158 1.839 2.423
N -2.930 1.039 2.096
C -1.679 1.574 2.517
O -1.659 2.705 3.039
C -0.553 0.770 2.288
C -0.671 -0.558 1.846
O 0.266 -1.372 1.792
N -1.968 -0.967 1.419
C -2.120 -2.401 1.002
C -2.347 -3.320 2.169
C -3.121 -0.271 1.711
S -4.644 -0.987 1.663
H -5.560 2.183 3.985
H -4.969 0.509 3.903
H -3.919 1.817 4.554
H -4.891 1.522 1.675
H -3.884 2.889 2.293
H 0.415 1.126 2.601
H -3.000 -2.395 0.352
H -1.215 -2.656 0.444
H -2.449 -4.346 1.804
H -1.494 -3.279 2.854
H -3.269 -3.049 2.698
```

---

5.
Density functional theory data (ωB97M-V with the def2-TZVPD basis set) for an isolated molecule of C16H15F4N5O4S.

Its HOMO energy is -9.188 eV. The calculation puts the LUMO energy at 0.102 eV. As for the SMILES: CC1(NS(=O)(=O)c2cc3c(cc2F)n(CCF)c(=O)n3-c2nnc(C(F)F)o2)CC1.

```
45
C16H15F4N5O4S | OMol25 | ωB97M-V with the def2-TZVPD basis set
C -0.745 5.296 2.266
C -1.465 3.951 1.872
N -1.461 3.609 0.460
S -0.042 3.069 -0.167
O 0.195 4.030 -1.263
O 1.042 3.128 0.848
C -0.352 1.369 -0.751
C 0.443 0.344 -0.251
C 0.248 -0.964 -0.646
C -0.703 -1.255 -1.618
C -1.533 -0.232 -2.125
C -1.379 1.089 -1.693
F -2.151 2.098 -2.160
N -0.737 -2.623 -1.870
C -1.529 -3.320 -2.911
C -1.012 -3.059 -4.324
F 0.186 -3.571 -4.495
C 0.249 -3.175 -1.115
O 0.522 -4.363 -1.054
N 0.841 -2.202 -0.325
C 1.916 -2.427 0.534
N 2.309 -1.529 1.396
N 3.417 -2.042 2.010
C 3.608 -3.249 1.551
C 4.704 -4.160 2.031
F 4.133 -5.278 2.573
F 5.513 -4.595 0.977
O 2.674 -3.556 0.640
C -1.439 2.853 2.907
C -2.728 3.596 2.616
H -1.089 6.084 1.642
H -0.956 5.524 3.312
H 0.322 5.209 2.120
H -1.727 4.373 -0.144
H 1.166 0.548 0.539
H -2.320 -0.393 -2.863
H -1.441 -4.377 -2.702
H -2.561 -2.998 -2.788
H -1.641 -3.479 -5.129
H -0.975 -1.977 -4.488
H 5.297 -3.638 2.778
H -0.857 3.042 3.834
H -1.347 1.811 2.605
H -3.540 3.112 2.041
H -3.055 4.325 3.328
```

---

6.
Density functional theory data (ωB97M-V with the def2-TZVPD basis set) for a structure of composition C16H15MoN3OS3Te.

As for the charge: +1. As for the multiplicity: 2. Its HOMO energy (alpha / beta) is -10.497 / -10.424 eV. The calculation puts the LUMO energy (alpha / beta) at -5.042 / -4.861 eV. As for the expectation value of S²: 0.77.

```
40
C16H15MoN3OS3Te | OMol25 | ωB97M-V with the def2-TZVPD basis set
Mo -0.720 0.370 0.265
O 1.157 -0.447 0.137
N 1.868 -0.760 1.215
C 3.185 -1.014 1.071
C 3.940 -1.359 2.157
C 3.334 -1.451 3.412
C 1.988 -1.186 3.536
C 1.248 -0.825 2.413
S -0.445 -0.451 2.445
H 3.559 -0.925 0.062
H 4.995 -1.550 2.030
H 3.917 -1.724 4.280
H 1.489 -1.244 4.492
N -2.437 2.924 1.108
C -1.785 2.390 0.008
S -0.026 2.601 -0.038
N -2.367 2.531 -1.246
C -3.671 2.809 -1.681
C -4.558 3.632 -0.984
C -5.789 3.933 -1.544
C -6.143 3.435 -2.789
C -5.260 2.617 -3.481
C -4.034 2.300 -2.931
H -1.870 3.068 1.926
H -3.393 2.646 1.272
H -1.740 2.271 -1.991
H -4.273 4.092 -0.051
H -6.470 4.576 -1.003
H -7.092 3.704 -3.230
H -5.533 2.215 -4.447
H -3.342 1.663 -3.470
Te -2.460 -1.181 -0.925
C -4.377 -0.565 -0.318
C -4.772 0.015 0.853
C -6.174 0.206 0.923
C -6.815 -0.249 -0.188
S -5.726 -0.914 -1.327
H -4.083 0.253 1.653
H -6.684 0.646 1.767
H -7.872 -0.250 -0.400
```

---

no.,maximum force (hartree/bohr),E_tot (eV)
1,0.15595,-42319.070
2,0.09587,-58791.614
3,0.09678,-320287.850
4,0.03907,-72203.898
5,0.08827,-54178.748
6,0.05969,-64999.744